No. 1
# C2H6ClNO3S

A cluster of 2 separate species, C2H6ClNO3S in total in a non-equilibrium geometry (ωB97M-V/def2-TZVPD, OMol25).

Values from the calculation:
- LUMO (eV) = -0.16
- energy (eV) = -33157.972
- gap between HOMO and LUMO (eV) = 9.855
- spin multiplicity = 1
- highest occupied orbital energy (eV) = -10.0
- relative energy (zero: lowest compared OMol25 entry of this formula, charge and spin) (eV) = 2.999

Last column: Löwdin charge in e.
Cartesian coordinates (Å):
Cl1 1.5390 2.2246 0.0515  0.71
S1 1.6331 -0.6002 -0.0643  0.51
O1 1.4972 -0.4916 -1.4846  -0.31
O2 2.9390 -0.6909 0.5139  -0.31
O3 -0.5860 0.7660 0.5795  -0.21
N1 0.6697 -1.8770 0.4179  -0.05
C1 0.7329 0.8223 0.6700  -0.90
C2 -1.1395 1.1043 -0.7026  -0.07
H1 -2.1858 0.8103 -0.6541  0.10
H2 -1.0592 2.1807 -0.8710  0.08
H3 1.1820 0.7654 2.3652  0.24
H4 0.5440 -2.5581 -0.3148  0.07
H5 0.9761 -2.2924 1.2825  0.07
H6 -0.6238 0.5613 -1.4980  0.08

***

No. 2
# C2H6ClO2PS

The molecule C2H6ClO2PS in a non-equilibrium geometry (ωB97M-V/def2-TZVPD, OMol25).

Values from the calculation:
- LUMO (eV) = 0.36
- energy (eV) = -38914.278
- gap between HOMO and LUMO (eV) = 10.473
- spin multiplicity = 1
- highest occupied orbital energy (eV) = -10.1
- relative energy (zero: lowest compared OMol25 entry of this formula, charge and spin) (eV) = 0.000
- structure (SMILES) = CO[P@@](=O)(Cl)SC

Last column: Löwdin charge in e.
Cartesian coordinates (Å):
Cl1 1.4128 2.9604 -0.3964  0.40
S1 -0.4915 0.5673 -1.5051  0.63
P1 0.0203 1.6755 0.2132  0.01
O1 -1.1097 2.3082 0.9186  -0.37
O2 0.9279 0.7014 1.3686  -0.36
C1 -1.9793 -0.2993 -0.8652  -0.38
C2 1.9733 -0.0950 0.9715  -0.22
H1 2.2556 -0.6980 1.8249  0.08
H2 2.8533 0.5866 0.8317  0.09
H3 -2.7055 0.3769 -0.7122  -0.01
H4 -2.2488 -0.9574 -1.5685  -0.02
H5 -1.6897 -0.7303 0.1458  0.08
H6 1.7474 -0.7166 0.1116  0.07

***

No. 3
# C2H6ClOP

The molecule C2H6ClOP in a non-equilibrium geometry (ωB97M-V/def2-TZVPD, OMol25).

Values from the calculation:
- LUMO (eV) = 0.40
- energy (eV) = -26028.115
- gap between HOMO and LUMO (eV) = 9.700
- spin multiplicity = 1
- highest occupied orbital energy (eV) = -9.3
- relative energy (zero: lowest compared OMol25 entry of this formula, charge and spin) (eV) = 3.290
- structure (SMILES) = CP(C)(=O)Cl

Last column: Löwdin charge in e.
Cartesian coordinates (Å):
Cl1 -0.8620 1.8782 0.8256  0.37
P1 0.3189 0.3528 0.4868  0.46
O1 1.9949 0.6651 1.4510  -0.58
C1 0.3905 0.5882 -1.4554  -0.24
C2 -0.6497 -1.1783 0.8823  -0.26
H1 0.6210 -0.2685 -2.1413  0.05
H2 1.3018 1.2469 -1.4715  0.05
H3 -0.4099 -1.2574 1.9849  0.06
H4 -1.7720 -1.0997 0.9215  0.06
H5 -0.3706 -1.9807 0.2206  0.03
H6 -0.5629 1.0533 -1.7044  0.01

***

No. 4
# C2H6ClOPS

A cluster of 2 separate species, C2H6ClOPS in total in a non-equilibrium geometry (ωB97M-V/def2-TZVPD, OMol25).

Values from the calculation:
- LUMO (spin up / spin down) (eV) = -2.42 / -2.42
- energy (eV) = -36863.996
- gap between HOMO and LUMO (spin up / spin down) (eV) = 5.762 / 5.761
- spin multiplicity = 1
- highest occupied orbital energy (spin up / spin down) (eV) = -8.2 / -8.2
- relative energy (zero: lowest compared OMol25 entry of this formula, charge and spin) (eV) = 2.633

Last column: Löwdin charge in e.
Cartesian coordinates (Å):
Cl1 -2.8473 1.5165 -0.4798  -0.50
S1 -0.4631 -1.5708 0.5712  0.59
P1 0.4420 0.2505 0.3878  0.81
O1 1.4234 -0.1263 -0.8283  -0.53
C1 2.2702 0.7837 -1.4984  -0.14
C2 -1.8713 -1.0316 1.5893  -0.47
H1 1.7093 1.6363 -1.8843  0.09
H2 -2.5071 -1.9031 1.7082  0.04
H3 3.0690 1.1401 -0.8463  0.09
H4 -2.3956 -0.2373 1.0523  -0.11
H5 -1.5297 -0.6871 2.5602  0.04
H6 2.7003 0.2291 -2.3318  0.10

***

No. 5
# C2H6F2NOP

A cluster of 2 separate species, C2H6F2NOP in total in a non-equilibrium geometry (ωB97M-V/def2-TZVPD, OMol25).

Values from the calculation:
- LUMO (spin up / spin down) (eV) = 0.02 / -0.15
- energy (eV) = -20429.657
- gap between HOMO and LUMO (spin up / spin down) (eV) = 7.740 / 8.342
- spin multiplicity = 1
- highest occupied orbital energy (spin up / spin down) (eV) = -7.7 / -8.5
- relative energy (zero: lowest compared OMol25 entry of this formula, charge and spin) (eV) = 5.698

Last column: Löwdin charge in e.
Cartesian coordinates (Å):
P1 -2.0191 0.5881 0.4743  0.91
F1 -2.0345 0.6253 -1.1318  -0.35
F2 -2.7453 -0.8487 0.5640  -0.36
O1 1.0900 0.5028 -0.3181  -0.20
N1 0.3838 -0.4773 0.2774  -0.17
C1 0.1568 -1.5663 -0.6030  -0.16
C2 1.2495 1.5053 0.5956  -0.17
H1 1.2908 1.0382 1.6221  0.11
H2 0.3976 2.2334 0.7401  0.07
H3 -0.4395 -1.3376 -1.4534  0.05
H4 1.9341 2.1826 0.1531  0.08
H5 1.2058 -2.0920 -0.7524  0.13
H6 -0.4700 -2.3539 -0.1678  0.07

***

No. 6
# C2H6F2P

A structure of composition C2H6F2P in a non-equilibrium geometry (ωB97M-V/def2-TZVPD, OMol25).

Values from the calculation:
- LUMO (eV) = -6.65
- energy (eV) = -16886.835
- gap between HOMO and LUMO (eV) = 11.002
- spin multiplicity = 1
- highest occupied orbital energy (eV) = -17.7
- net charge = +1
- relative energy (zero: lowest compared OMol25 entry of this formula, charge and spin) (eV) = 0.818

Last column: Löwdin charge in e.
Cartesian coordinates (Å):
P1 -0.3370 0.1143 0.1456  1.11
F1 -1.8745 0.0651 -0.0397  -0.08
F2 -0.2523 1.3594 1.9359  -0.33
C1 0.1610 -1.5149 0.7121  -0.12
C2 0.2938 1.2068 -1.1249  -0.12
H1 1.3063 1.5366 -0.8821  0.09
H2 -0.6011 -2.2431 0.4169  0.09
H3 -0.3624 2.0858 -1.1828  0.10
H4 0.3026 0.6948 -2.0912  0.09
H5 1.1329 -1.7977 0.3048  0.08
H6 0.2307 -1.5072 1.8054  0.09

***

No. 7
# C2H6FNO

The molecule C2H6FNO in a non-equilibrium geometry (ωB97M-V/def2-TZVPD, OMol25).

Values from the calculation:
- LUMO (eV) = 0.97
- energy (eV) = -8423.792
- gap between HOMO and LUMO (eV) = 11.235
- spin multiplicity = 1
- highest occupied orbital energy (eV) = -10.3
- relative energy (zero: lowest compared OMol25 entry of this formula, charge and spin) (eV) = 2.643
- structure (SMILES) = NOCCF

Last column: Löwdin charge in e.
Cartesian coordinates (Å):
F1 2.7538 0.1005 -0.0243  -0.04
O1 -0.6856 -0.6393 0.0047  -0.25
N1 -2.0120 -0.2232 0.0545  0.01
C1 0.3467 0.2738 -0.2791  -0.19
C2 1.5870 -0.6056 0.0608  -0.20
H1 -2.1706 0.5813 0.7192  0.10
H2 -2.1790 0.2293 -0.8581  0.08
H3 0.4293 1.2614 0.1838  0.12
H4 1.6277 -1.4863 -0.6055  0.12
H5 0.2490 0.4168 -1.3878  0.13
H6 1.4913 -1.0560 1.0546  0.12

***

No. 8
# C2H6FNaOS

A structure of composition C2H6FNaOS in a non-equilibrium geometry (ωB97M-V/def2-TZVPD, OMol25).

Values from the calculation:
- LUMO (eV) = -1.56
- energy (eV) = -22186.909
- gap between HOMO and LUMO (eV) = 6.576
- spin multiplicity = 1
- highest occupied orbital energy (eV) = -8.1

Last column: Löwdin charge in e.
Cartesian coordinates (Å):
S1 -0.7903 0.7284 -1.2896  0.80
Na1 1.8596 -1.9827 3.1051  0.78
F1 2.1596 -0.1818 1.5401  -0.72
O1 0.1971 1.7593 -1.6997  -0.55
C1 0.1408 -0.8121 -1.1975  -0.28
C2 -1.0673 0.9111 0.4884  -0.27
H1 0.8089 -0.8787 -2.0534  0.05
H2 -2.0093 1.4634 0.5301  0.03
H3 0.8055 -0.7686 -0.3304  0.02
H4 -1.2906 -0.0261 1.0009  0.04
H5 -0.2610 1.4341 0.9969  0.06
H6 -0.5529 -1.6464 -1.0910  0.04